Below is 2 unconnected molecules or ions with the total composition C2H5N3OS in a non-equilibrium geometry, with properties calculated with ωB97M-V/def2-TZVPD.

XYZ file:
```
12
Properties=species:S:1:pos:R:3:forces:R:3
S -4.478 0.684 0.045 0.80 -0.94 0.16
O -2.984 -1.622 0.184 -0.70 1.70 -0.07
N -1.427 0.663 -0.620 0.65 2.06 -0.30
N -0.325 -1.313 -0.280 1.14 0.26 0.20
N 0.522 0.712 0.626 -0.92 -4.80 -0.48
C -3.492 -0.571 0.109 -0.80 -0.76 0.02
C -0.392 0.026 -0.211 -1.29 2.58 1.86
H 1.311 0.124 0.610 1.89 0.41 0.63
H 0.424 -1.825 0.106 0.67 -0.34 0.28
H -0.864 -1.755 -0.965 -0.85 -0.57 -0.79
H -1.237 1.679 -0.300 -1.01 -1.92 -1.02
H 0.602 1.663 0.548 0.44 2.32 -0.49
```
Forces are in eV/Å.

Values from the calculation:
- Max |F|: 4.91 eV/Å
- Multiplicity: 1
- HOMO energy: -0.3281 hartree
- Total charge: 0
- E_LUMO: 0.024 Eh
- Energy above the lowest of the compared OMol25 structures with the same formula, charge and spin: 20.5 kcal per mole